DFT (ωB97M-V with the def2-TZVPD basis set) results for a molecular structure, C19H47NNbO8 in a non-equilibrium geometry.

**Spin multiplicity**: 1
**Max |F|**: 0.0240 Eh/bohr
**HOMO level**: -0.151 Eh
**Total charge**: -1

The geometry in XYZ format:
```
76
Properties=species:S:1:pos:R:3:mulliken_charge:R:1
C 4.960 -1.683 -0.203 -0.718
N 5.346 -0.808 -1.300 -0.392
C 4.282 -0.253 -2.140 -0.930
Nb 2.693 0.909 -0.982 -0.257
C 4.272 1.940 0.279 -0.971
C 4.420 3.381 -0.196 -0.289
O 5.517 3.566 -1.088 -0.570
C 1.135 -0.435 -1.987 -1.665
C -0.228 0.116 -1.661 0.719
C -0.801 -0.034 -0.341 0.288
O -1.318 -0.789 -1.448 -0.638
H 5.683 -2.485 -0.090 0.369
H 3.999 -2.127 -0.421 0.207
H 4.868 -1.176 0.753 0.196
H 5.943 -0.068 -0.973 0.339
H 3.838 -1.050 -2.729 0.432
H 4.753 0.398 -2.869 0.322
H 2.740 2.114 -2.414 -0.047
H 1.444 2.172 -0.430 -0.040
H 2.364 -0.177 0.477 0.043
H 5.240 1.451 0.305 0.290
H 3.884 1.939 1.294 0.377
H 4.592 4.051 0.638 0.371
H 3.515 3.722 -0.693 0.259
H 5.341 2.985 -1.835 0.305
H 1.277 -0.413 -3.065 0.412
H 1.126 -1.458 -1.622 0.374
H -0.502 1.018 -2.171 0.454
H -1.461 0.752 -0.013 0.404
H -0.284 -0.656 0.365 -0.707
C -1.469 -1.718 2.957 -0.747
O -0.884 -2.983 3.179 -0.349
C -0.086 -3.449 2.105 0.125
C 1.189 -4.106 2.575 -0.496
O 2.149 -3.217 3.104 -0.388
C 1.942 -2.625 4.366 -0.286
C 2.121 -3.551 5.545 -0.569
O 1.060 -4.483 5.671 -0.292
C 1.460 -5.772 6.061 -0.765
H -2.333 -1.783 2.287 0.309
H -1.802 -1.340 3.923 0.305
H -0.749 -1.011 2.535 0.336
H 0.171 -2.626 1.430 -0.208
H -0.657 -4.193 1.532 0.409
H 1.665 -4.515 1.680 0.414
H 0.982 -4.941 3.251 0.124
H 0.984 -2.103 4.421 0.116
H 2.730 -1.872 4.441 0.379
H 2.161 -2.934 6.453 0.370
H 3.078 -4.075 5.444 0.349
H 2.334 -6.111 5.493 0.347
H 0.630 -6.447 5.857 0.230
H 1.697 -5.820 7.132 0.320
C -6.405 5.253 -3.756 -0.782
O -5.465 4.228 -3.950 -0.289
C -4.120 4.603 -3.702 -0.690
C -3.342 3.531 -2.979 -0.147
O -3.703 3.347 -1.626 -0.429
C -4.896 2.661 -1.308 -0.374
C -4.855 1.173 -1.556 -0.286
O -4.909 0.860 -2.935 -0.350
C -4.040 -0.196 -3.303 -0.405
H -6.414 5.963 -4.593 0.319
H -7.387 4.787 -3.685 0.234
H -6.214 5.804 -2.829 0.353
H -4.085 5.528 -3.116 0.352
H -3.620 4.788 -4.662 0.359
H -2.306 3.876 -2.939 0.395
H -3.356 2.592 -3.536 0.115
H -5.771 3.112 -1.786 0.134
H -5.000 2.796 -0.228 0.403
H -5.725 0.724 -1.054 0.399
H -3.948 0.759 -1.101 0.094
H -3.053 -0.069 -2.855 0.038
H -3.947 -0.182 -4.389 0.274
H -4.444 -1.168 -2.995 0.312
```

=====

DFT (ωB97M-V with the def2-TZVPD basis set) results for a molecular structure, C19H48AsBBeBr2CaClF11N2NaO2PSi2 in a non-equilibrium geometry.

**Spin multiplicity**: 1
**Max |F|**: 0.1430 Eh/bohr
**HOMO level**: -0.246 Eh
**Energy relative to the best compared isomer or geometry (same formula, charge and spin)**: 228.83 kcal per mole

The geometry in XYZ format:
```
93
Properties=species:S:1:pos:R:3:mulliken_charge:R:1
C -0.334 2.604 0.698 -0.570
C 0.616 1.497 1.091 -0.152
C 1.066 1.467 2.675 -0.169
P 1.366 -0.415 3.084 0.474
Cl 0.036 -1.643 1.903 -0.176
C 0.895 -0.627 4.921 -0.285
C 1.827 -1.678 5.766 -0.630
C 2.725 -0.842 6.896 -0.309
N 4.045 -1.558 7.213 -0.678
C 3.198 -0.752 2.667 -0.341
C 4.264 -0.233 3.837 -0.361
C 5.813 -0.071 3.258 -0.385
C 6.957 -0.717 4.240 -0.856
N 6.737 -2.165 4.618 -0.505
H -0.195 3.668 1.192 0.354
H -1.185 2.305 -0.048 0.091
H 0.985 0.675 0.317 0.326
H 0.313 1.978 3.409 0.188
H 2.105 1.997 2.808 -0.072
H 0.900 0.446 5.406 0.356
H -0.217 -1.054 4.941 0.041
H 1.084 -2.349 6.414 0.328
H 2.467 -2.412 5.118 0.412
H 2.125 -0.648 7.892 0.338
H 3.050 0.171 6.356 0.103
H 4.853 -0.899 7.190 0.261
H 4.220 -2.284 6.461 0.339
H 3.412 -1.866 2.319 0.310
H 3.453 -0.082 1.712 0.239
H 3.856 0.750 4.326 0.575
H 4.313 -1.119 4.620 -0.360
H 5.877 -0.518 2.163 0.501
H 6.006 1.105 3.211 0.143
H 7.995 -0.608 3.664 0.361
H 7.045 -0.014 5.190 0.345
H 6.824 -2.818 3.809 0.225
H 7.372 -2.455 5.411 0.260
O -3.298 -0.041 -4.464 -0.239
Si -4.463 0.562 -5.517 0.498
C -4.807 2.373 -5.132 -1.035
C -6.067 -0.407 -5.335 -1.031
C -3.925 0.448 -7.312 -0.951
Si -3.102 -0.244 -2.806 0.273
C -1.447 -1.022 -2.378 -0.671
C -4.458 -1.359 -2.124 -0.916
C -3.199 1.419 -1.929 -0.903
H -5.264 2.478 -4.144 0.283
H -5.491 2.799 -5.872 0.394
H -3.877 2.950 -5.146 0.269
H -5.883 -1.477 -5.472 0.278
H -6.799 -0.085 -6.079 0.365
H -6.499 -0.256 -4.343 0.299
H -3.738 -0.591 -7.600 0.279
H -3.010 1.022 -7.483 0.177
H -4.702 0.846 -7.967 0.341
H -1.348 -2.010 -2.836 0.323
H -1.358 -1.141 -1.292 0.001
H -0.620 -0.394 -2.719 0.193
H -5.436 -0.878 -2.219 0.354
H -4.285 -1.576 -1.067 0.395
H -4.485 -2.305 -2.673 0.218
H -4.198 1.853 -2.030 0.324
H -2.474 2.119 -2.358 0.332
H -2.981 1.306 -0.865 0.225
Br 0.209 4.385 2.457 -0.557
F -0.643 2.719 6.360 -0.435
As -2.224 1.826 6.309 1.930
F -1.399 0.329 6.923 -0.471
F -1.881 1.315 4.600 -0.653
F -3.806 0.934 6.258 -0.420
F -3.050 3.324 5.696 -0.376
F -2.568 2.338 8.019 -0.447
Na -2.907 -0.154 4.348 0.984
Ca 4.540 1.910 2.214 1.047
F -4.857 -3.347 -0.702 -0.656
C 1.232 -0.407 -5.893 -1.077
C 2.351 -1.049 -5.057 0.667
C 2.439 -2.548 -5.389 -1.287
O 2.021 -0.935 -3.782 -0.373
H 0.250 -0.860 -5.701 0.270
H 1.150 0.669 -5.695 0.360
H 1.440 -0.527 -6.963 0.383
H 3.289 -0.606 -5.420 0.203
H 1.502 -3.081 -5.177 0.323
H 3.240 -3.039 -4.822 0.349
H 2.660 -2.689 -6.454 0.378
Be -4.353 1.615 9.342 0.367
B -0.440 -0.006 -9.100 0.665
F -0.102 -1.371 -8.733 -0.429
F -1.672 -0.003 -9.872 -0.405
F -0.621 0.789 -7.896 -0.383
F 0.634 0.562 -9.899 -0.398
Br -5.087 2.681 6.446 -0.357
```